1) The following is a DFT calculation (ωB97M-V/def2-TZVPD) of a 9-piece molecular cluster, C54H45N9O18 overall.

Geometry (Å):
O: -2.54187 -4.26944 -3.56719
N: -1.96756 -3.49997 -2.83825
O: -2.55454 -2.75430 -2.04227
C: -0.44334 -3.41421 -2.81550
C: 0.32142 -4.16350 -3.68765
C: 1.69776 -4.07930 -3.71264
C: 2.36632 -3.14799 -2.91460
C: 1.64757 -2.40948 -1.98509
C: 0.21161 -2.55561 -1.90789
H: -0.16781 -4.82872 -4.38372
H: 2.34106 -4.75850 -4.25232
H: 3.44028 -3.10612 -2.80857
H: 2.19575 -1.77117 -1.30798
H: -0.37396 -2.02256 -1.17349
O: -1.44334 -5.52273 -0.40655
N: -2.62602 -5.75370 -0.17905
O: -3.21056 -6.76678 -0.59589
C: -3.38853 -4.71951 0.61371
C: -2.71340 -3.64663 1.15083
C: -3.46614 -2.61476 1.72149
C: -4.86033 -2.70966 1.89117
C: -5.53235 -3.80197 1.42442
C: -4.77069 -4.82458 0.79377
H: -1.63525 -3.63325 1.08915
H: -2.94527 -1.78385 2.17391
H: -5.30015 -1.94179 2.51032
H: -6.61085 -3.81018 1.36801
H: -5.29102 -5.62966 0.29628
O: 3.64871 -3.08070 2.49393
N: 2.86862 -3.10243 1.51630
O: 1.99702 -2.22735 1.27215
C: 2.83370 -4.31109 0.67571
C: 1.68522 -4.86508 0.13440
C: 1.75597 -6.02499 -0.65271
C: 2.95459 -6.68337 -0.85306
C: 4.11016 -6.09945 -0.41808
C: 4.01889 -4.94770 0.36093
H: 0.75269 -4.35192 0.31730
H: 0.84442 -6.41469 -1.08124
H: 3.07597 -7.66230 -1.29277
H: 5.05715 -6.55087 -0.67466
H: 4.93605 -4.44299 0.62643
O: -2.95202 1.17785 -3.17466
N: -2.99829 1.28860 -1.94896
O: -3.84152 1.82924 -1.29985
C: -1.81217 0.93117 -1.20668
C: -1.90587 0.46403 0.09894
C: -0.79736 0.20718 0.84776
C: 0.50391 0.33930 0.31325
C: 0.54159 0.74819 -1.04060
C: -0.56589 1.03517 -1.77575
H: -2.88605 0.26167 0.50475
H: -0.96749 -0.02168 1.88944
H: 1.40883 0.20823 0.88800
H: 1.53915 0.90812 -1.42233
H: -0.45921 1.45582 -2.76473
O: 3.04315 -2.25535 7.86732
N: 3.19554 -1.79363 6.75788
O: 4.05578 -2.15583 5.95283
C: 2.19758 -0.81437 6.23862
C: 2.12040 -0.46099 4.86422
C: 1.12875 0.41859 4.31557
C: 0.15126 0.92014 5.22165
C: 0.27833 0.61182 6.59191
C: 1.22499 -0.24428 7.11670
H: 2.85964 -0.79588 4.15164
H: 1.07792 0.63522 3.25874
H: -0.61437 1.63929 4.97062
H: -0.46849 0.96559 7.28726
H: 1.19455 -0.66970 8.10891
O: -4.21473 0.13658 5.49498
N: -3.55553 0.81798 4.71959
O: -3.04144 0.39069 3.67568
C: -3.48612 2.30223 5.04723
C: -3.70287 2.73371 6.36464
C: -3.59402 4.11228 6.70097
C: -3.41404 5.00484 5.62204
C: -3.18576 4.58150 4.33790
C: -3.15507 3.21836 4.03026
H: -3.92611 2.05451 7.17411
H: -3.82702 4.40027 7.71547
H: -3.56382 6.05546 5.82241
H: -3.04944 5.24703 3.49832
H: -3.02244 2.87094 3.01630
O: 4.90136 -0.23168 -6.01990
N: 3.92672 0.50735 -5.76049
O: 4.11238 1.61431 -5.21617
C: 2.58760 -0.02699 -5.91499
C: 2.34519 -1.06889 -6.82532
C: 1.06646 -1.65820 -6.85035
C: 0.09131 -1.17325 -5.97061
C: 0.30542 -0.10229 -5.12029
C: 1.58151 0.45687 -5.11815
H: 3.15706 -1.40996 -7.45058
H: 0.92071 -2.50280 -7.50747
H: -0.88369 -1.63775 -5.96613
H: -0.54101 0.20502 -4.52405
H: 1.70025 1.29529 -4.44780
O: 0.34401 3.85726 -0.27922
N: -0.20980 4.16978 -1.35181
O: 0.36287 4.23686 -2.41397
C: -1.66319 4.55960 -1.27873
C: -2.32253 4.49792 -0.07832
C: -3.70434 4.73290 -0.00023
C: -4.32893 5.21574 -1.21452
C: -3.61779 5.25253 -2.40193
C: -2.30819 4.98693 -2.45440
H: -1.83044 4.29995 0.86246
H: -4.32514 4.62417 0.87681
H: -5.36971 5.50295 -1.24097
H: -4.06551 5.47731 -3.35870
H: -1.81291 5.02331 -3.41344
O: 3.17771 2.49724 0.54516
N: 3.65725 2.48393 -0.58705
O: 3.80121 1.51121 -1.29384
C: 3.97525 3.72710 -1.21648
C: 3.91970 3.85209 -2.59401
C: 4.27504 5.07544 -3.15442
C: 4.56453 6.20222 -2.35647
C: 4.84407 6.03235 -1.07961
C: 4.43122 4.84115 -0.47225
H: 3.67395 3.03313 -3.25379
H: 4.28467 5.17725 -4.22958
H: 4.68832 7.21052 -2.72306
H: 5.24244 6.81221 -0.44752
H: 4.61279 4.78489 0.59089

Net charge ... 0
SMILES ... O=[N+]([O-])c1ccccc1.O=[N+]([O-])c1ccccc1.O=[N+]([O-])c1ccccc1.O=[N+]([O-])c1ccccc1.O=[N+]([O-])c1ccccc1.O=[N+]([O-])c1ccccc1.O=[N+]([O-])c1ccccc1.O=[N+]([O-])c1ccccc1.O=[N+]([O-])c1ccccc1
Orbital gap ... 8.5087 eV
Spin multiplicity ... 1
E_HOMO ... -9.5 eV

***

2) The following is a DFT calculation (ωB97M-V/def2-TZVPD) of a 9-piece molecular cluster, C54H45N9O18 overall.

Geometry (Å):
O: 7.23920 8.13680 14.23977
N: 7.93896 8.99059 14.72963
O: 9.10831 8.85664 15.01686
C: 7.37560 10.32971 14.96839
C: 6.17703 10.71059 14.38662
C: 5.54567 11.90636 14.68015
C: 6.23532 12.81486 15.49075
C: 7.36494 12.41231 16.16793
C: 7.95414 11.17176 15.92042
H: 5.71233 10.15967 13.57565
H: 4.53096 12.08446 14.35852
H: 5.65545 13.68757 15.76931
H: 7.84500 13.11683 16.82899
H: 8.87626 10.92898 16.42773
O: 9.76514 12.28656 23.68283
N: 10.19227 12.80926 22.66769
O: 11.35956 12.90739 22.39842
C: 9.17140 13.27644 21.69260
C: 9.55683 13.62460 20.39666
C: 8.56383 13.98742 19.48879
C: 7.21669 13.92902 19.84466
C: 6.84896 13.61845 21.13371
C: 7.84067 13.17725 22.01490
H: 10.59760 13.80844 20.16589
H: 8.89191 14.27846 18.50072
H: 6.59020 14.15109 18.98688
H: 5.81409 13.64364 21.44329
H: 7.47227 12.91390 22.99759
O: 10.65532 18.39316 14.23064
N: 9.76454 17.63198 14.55802
O: 8.67246 17.61728 14.01875
C: 9.93229 16.82711 15.76529
C: 8.83503 16.29309 16.39043
C: 9.04715 15.47080 17.51459
C: 10.33119 15.28916 17.99131
C: 11.44820 15.77230 17.29346
C: 11.23452 16.57271 16.19791
H: 7.86355 16.31288 15.91797
H: 8.29887 14.80859 17.91972
H: 10.52465 14.64787 18.84361
H: 12.43612 15.43995 17.57731
H: 12.12111 16.94261 15.70145
O: 5.04022 21.94172 9.39045
N: 5.52869 22.33888 10.42501
O: 6.04701 23.40913 10.62559
C: 5.41791 21.42431 11.57656
C: 5.15459 20.07235 11.36417
C: 5.23225 19.16416 12.41424
C: 5.62329 19.61216 13.67035
C: 5.82614 20.96773 13.90501
C: 5.64217 21.86650 12.86842
H: 4.83608 19.67838 10.40965
H: 4.84821 18.16835 12.24757
H: 5.54506 19.00560 14.56564
H: 6.29631 21.29255 14.82312
H: 5.72290 22.92651 13.07449
O: 2.93594 12.83541 17.26820
N: 1.75709 12.55541 17.14187
O: 1.32512 11.40914 17.09798
C: 0.76680 13.63033 17.07023
C: 1.18186 14.91811 17.42159
C: 0.43624 16.02258 17.09029
C: -0.82088 15.80984 16.52036
C: -1.26956 14.55505 16.17219
C: -0.50338 13.44231 16.52872
H: 2.13419 15.02869 17.92225
H: 0.75230 17.01148 17.38287
H: -1.42255 16.67017 16.24743
H: -2.20537 14.38236 15.66179
H: -0.86090 12.44407 16.31569
O: -3.90854 19.31671 18.18854
N: -2.71429 19.09150 18.23650
O: -1.99687 18.88193 17.28068
C: -2.07650 18.94969 19.57474
C: -2.42281 19.73563 20.64142
C: -1.96673 19.41923 21.92149
C: -1.08986 18.32167 22.02973
C: -0.64148 17.59196 20.91889
C: -1.13220 17.96016 19.67741
H: -3.12397 20.56092 20.69034
H: -2.38695 19.83681 22.82245
H: -0.73978 17.92310 22.97536
H: 0.13232 16.85127 21.05589
H: -0.81242 17.39741 18.80807
O: 2.01540 16.52471 22.71025
N: 3.12232 16.60003 22.20070
O: 3.34999 16.25776 21.06709
C: 4.23974 17.11729 22.99286
C: 3.98933 17.75018 24.20134
C: 5.06945 18.29643 24.88237
C: 6.38782 18.10874 24.49740
C: 6.60391 17.46133 23.26978
C: 5.52789 17.02019 22.50348
H: 2.98879 17.90763 24.57488
H: 4.83290 18.91573 25.73915
H: 7.08330 18.65645 25.11776
H: 7.61382 17.31558 22.91333
H: 5.80764 16.71639 21.50436
O: 5.99272 15.28492 17.91877
N: 5.11572 15.68635 18.66053
O: 4.80269 15.16192 19.71924
C: 4.32012 16.88228 18.30507
C: 3.15325 17.19904 18.96302
C: 2.51481 18.38728 18.67268
C: 3.02187 19.27936 17.75899
C: 4.29253 19.04513 17.24091
C: 4.87382 17.80187 17.40320
H: 2.70650 16.56744 19.71975
H: 1.57284 18.68039 19.12448
H: 2.49319 20.19113 17.51822
H: 4.66780 19.74304 16.50270
H: 5.77841 17.55190 16.86378
O: 2.57731 20.55043 14.72454
N: 1.40354 20.29300 14.77007
O: 0.95611 19.19648 15.08369
C: 0.37525 21.24586 14.36963
C: -0.77162 21.29965 15.15389
C: -1.81421 22.13225 14.79004
C: -1.62842 23.04490 13.76869
C: -0.45907 23.03969 13.02011
C: 0.53611 22.12873 13.29620
H: -0.72686 20.71397 16.06252
H: -2.75089 22.20016 15.32710
H: -2.45758 23.67620 13.47581
H: -0.36437 23.72551 12.18918
H: 1.40880 22.05270 12.66012

Net charge ... 0
SMILES ... O=[N+]([O-])c1ccccc1.O=[N+]([O-])c1ccccc1.O=[N+]([O-])c1ccccc1.O=[N+]([O-])c1ccccc1.O=[N+]([O-])c1ccccc1.O=[N+]([O-])c1ccccc1.O=[N+]([O-])c1ccccc1.O=[N+]([O-])c1ccccc1.O=[N+]([O-])c1ccccc1
Orbital gap ... 8.4617 eV
Spin multiplicity ... 1
E_HOMO ... -9.8 eV

***

3) The following is a DFT calculation (ωB97M-V/def2-TZVPD) of a 9-piece molecular cluster, C54H45N9O18 overall.

Geometry (Å):
O: 2.54919 -27.47280 -3.03984
N: 2.85011 -27.58690 -1.78889
O: 3.42664 -28.60455 -1.28340
C: 2.48774 -26.54318 -0.91691
C: 2.71444 -26.65360 0.58327
C: 2.02337 -25.42977 1.48294
C: 1.20614 -24.32372 0.77651
C: 1.23844 -24.14008 -0.61763
C: 1.88319 -25.19511 -1.44735
H: 3.06906 -27.39630 1.11581
H: 2.05191 -25.37859 2.63606
H: 0.65442 -23.55780 1.49252
H: 0.84960 -23.23328 -0.94351
H: 1.88304 -25.03050 -2.48649
O: -7.24210 -27.24036 6.29389
N: -7.05942 -26.62638 5.23142
O: -7.18142 -25.45559 5.04218
C: -6.43829 -27.41231 4.18400
C: -5.42161 -26.72522 3.26985
C: -4.56169 -27.46813 2.34537
C: -4.72736 -28.92762 2.24794
C: -5.77959 -29.63036 3.01238
C: -6.64957 -28.94628 4.17593
H: -5.23894 -25.88395 3.56081
H: -3.74544 -27.05003 1.77367
H: -3.99317 -29.53858 1.52465
H: -6.06710 -30.74393 2.99955
H: -7.37326 -29.40534 4.63543
O: 3.13250 -27.29791 6.53549
N: 2.72673 -27.95341 5.49686
O: 1.53495 -28.26948 5.26463
C: 3.74906 -28.09603 4.41227
C: 3.68123 -29.37718 3.63416
C: 4.74042 -29.61137 2.54536
C: 6.02208 -28.63336 2.41232
C: 6.03333 -27.44895 3.22103
C: 4.84533 -27.06366 4.27332
H: 2.99847 -30.16183 3.64540
H: 4.74422 -30.31043 1.88659
H: 6.77676 -28.81335 1.74218
H: 6.64705 -26.77233 3.09529
H: 4.78029 -26.25570 4.82570
O: -5.38067 -28.19023 10.22879
N: -4.14113 -28.40205 10.11283
O: -3.33675 -28.50461 11.09163
C: -3.46321 -28.06617 8.86671
C: -2.09771 -27.38090 8.85387
C: -1.60180 -26.90779 7.50064
C: -2.24378 -27.58438 6.28262
C: -3.40534 -28.29057 6.29101
C: -4.21498 -28.52088 7.61125
H: -1.54727 -27.00408 9.79839
H: -0.76893 -26.38143 7.35073
H: -1.76466 -27.48981 5.30716
H: -3.50612 -28.78225 5.38052
H: -5.23275 -28.96647 7.75604
O: -5.03804 -34.01944 3.30615
N: -4.15103 -34.38308 2.45360
O: -4.32681 -35.20895 1.64349
C: -2.85154 -33.93778 2.65579
C: -1.71382 -33.87768 1.51640
C: -0.23750 -33.52890 1.90333
C: 0.00041 -32.93053 3.34325
C: -1.01312 -32.73543 4.22221
C: -2.48171 -33.16328 3.93498
H: -1.75405 -33.96816 0.45664
H: 0.53600 -33.47511 1.03556
H: 0.90342 -32.50795 3.70865
H: -0.93154 -32.35272 5.19479
H: -3.32248 -33.07260 4.63584
O: -1.05224 -21.83998 -2.37920
N: -0.47114 -21.73981 -3.50258
O: -0.06948 -20.65399 -3.97089
C: -0.37135 -22.92145 -4.30706
C: 0.44561 -22.89349 -5.59595
C: 0.77678 -24.28641 -6.21521
C: -0.01022 -25.47310 -5.77586
C: -0.83919 -25.42901 -4.62405
C: -1.15311 -24.12221 -3.88694
H: 1.14854 -22.03737 -5.78079
H: 1.60164 -24.41101 -6.97549
H: -0.05118 -26.26839 -6.37772
H: -1.48101 -26.29345 -4.18693
H: -1.62168 -24.15098 -2.97575
O: -3.25046 -24.46324 4.52901
N: -2.11032 -24.06852 4.45746
O: -1.48652 -24.09632 3.42564
C: -1.46858 -23.58791 5.61483
C: -0.27695 -22.67761 5.48028
C: 0.53109 -22.33600 6.77990
C: -0.14505 -22.31009 8.12377
C: -1.59304 -22.77436 8.25560
C: -2.09592 -23.62009 7.07954
H: 0.14347 -22.61617 4.27281
H: 1.55575 -21.94135 6.40141
H: 0.45486 -21.79051 8.83521
H: -2.14641 -22.58437 9.23091
H: -2.81499 -24.30575 7.25672
O: -3.17770 -34.60436 -6.82844
N: -2.81753 -34.21778 -5.70734
O: -2.23509 -35.04256 -5.01333
C: -3.08699 -32.83025 -5.25670
C: -3.93648 -31.81769 -6.09783
C: -4.13933 -30.37831 -5.80353
C: -3.78125 -29.98024 -4.38168
C: -3.03018 -30.82240 -3.53391
C: -2.67839 -32.32046 -3.83801
H: -4.17316 -32.19307 -7.14381
H: -4.69991 -29.71352 -6.69348
H: -3.92673 -29.05355 -3.91302
H: -2.74213 -30.59219 -2.47163
H: -2.35864 -33.15072 -3.22005
O: -2.01468 -25.88704 -0.92317
N: -1.80528 -27.05317 -0.91631
O: -2.11947 -27.90402 -1.77218
C: -1.44701 -27.70496 0.32552
C: -0.81540 -26.93603 1.60339
C: -0.44524 -27.84974 2.84978
C: -0.61464 -29.30797 2.87076
C: -1.21141 -29.83781 1.79611
C: -1.55831 -29.27776 0.55009
H: -0.60427 -25.97338 1.71581
H: 0.21111 -27.17355 3.73530
H: -0.44008 -29.85309 3.90912
H: -1.28480 -31.00608 1.83859
H: -1.94626 -29.76359 -0.17407

Net charge ... 0
SMILES ... O=[N+]([O-])c1ccccc1.O=[N+]([O-])c1ccccc1.O=[N+]([O-])c1ccccc1.O=[N+]([O-])c1ccccc1.O=[N+]([O-])c1ccccc1.O=[N+]([O-])c1ccccc1.O=[N+]([O-])c1ccccc1.O=[N+]([O-])c1ccccc1.O=[N+]([O-])c1ccccc1
Orbital gap ... 7.6014 eV
Spin multiplicity ... 1
E_HOMO ... -9.4 eV

***

Sorted by energy, starting with the most stable: 1), 2), 3).

***

1) The following is a DFT calculation (ωB97M-V/def2-TZVPD) of a 2-piece molecular cluster, F2H2NOP overall.

Geometry (Å):
N: 1.86612 1.74342 -0.88386
P: 2.35260 0.66047 -0.10904
F: 3.33355 0.15281 1.21294
F: 2.93168 -0.59208 -0.96513
O: -1.20057 -0.23244 0.87730
H: -0.60983 0.12469 1.74295
H: -2.11157 0.05368 1.03629

Net charge ... 0
SMILES ... N#P(F)F.O
Orbital gap (spin up / spin down) ... 9.2217 / 9.2224 eV
Spin multiplicity ... 1
E_HOMO (spin up / spin down) ... -11.7 / -11.7 eV

***

2) The following is a DFT calculation (ωB97M-V/def2-TZVPD) of a 2-piece molecular cluster, F2H2NOP overall.

Geometry (Å):
N: -0.87746 -0.44078 0.86348
O: -0.00974 0.16778 -1.48329
F: 0.51492 1.76734 0.46340
F: 2.51133 -0.53290 0.10845
P: 0.18346 0.26048 0.06784
H: -0.83438 -0.17220 1.86557
H: 0.54286 -0.34761 -2.16395

Net charge ... 0
Orbital gap (spin up / spin down) ... 9.6965 / 9.6942 eV
Spin multiplicity ... 1
E_HOMO (spin up / spin down) ... -11.3 / -11.3 eV

***

Sorted by energy, starting with the most stable: 2), 1).